C32H40N5OP2Sr | ωB97M-V/def2-TZVPD

The geometry in XYZ format:
```
81
Properties=species:S:1:pos:R:3:forces:R:3:mulliken_charge:R:1
Sr 2.933 1.144 3.355 -0.20 -0.40 2.00 1.655
P -0.634 1.683 -3.344 -1.79 1.80 -1.94 -0.016
P 0.291 -1.578 -3.355 -2.03 -1.87 -1.25 -0.182
O 2.543 0.184 5.472 0.01 -0.02 -0.65 -0.515
N 0.923 -3.000 -4.170 1.05 -0.13 -0.50 0.307
N -1.162 -2.400 -2.762 -0.60 0.91 1.14 0.303
N 2.634 -0.071 6.824 -0.79 0.54 -2.38 -0.168
N -0.177 2.770 -4.695 0.94 -0.47 -0.19 0.320
N -2.084 2.610 -2.924 -0.56 -0.16 0.95 0.392
C -2.378 2.961 -1.594 -0.78 0.42 -0.80 -0.383
C 0.389 0.160 1.330 -0.50 -0.32 -0.73 0.751
C -1.582 -1.382 4.263 -0.57 0.74 0.03 -0.600
C -1.520 0.412 -4.378 0.05 -0.49 0.11 -0.652
C 0.223 -2.131 2.594 0.29 0.11 0.84 -0.566
C -1.428 -2.301 -1.395 -0.61 -0.67 -0.64 -0.058
C 3.291 -1.197 7.205 1.44 -0.92 1.16 -0.440
C -0.198 1.128 2.332 0.13 0.54 0.02 -0.598
C -0.115 -1.304 1.390 0.31 -0.27 -0.95 -0.292
C 3.603 -0.121 9.330 0.74 -0.39 1.16 -0.382
C 2.663 0.863 8.984 -0.54 0.53 -1.52 -0.540
C -2.105 -0.233 3.330 -0.45 -1.07 0.85 -0.888
C 3.743 3.176 4.613 0.08 0.15 -0.45 -1.496
C 1.169 4.122 -5.929 -0.39 -0.60 0.85 -0.597
C 1.232 -4.780 -5.551 -0.19 1.06 0.79 -0.579
C -2.638 -2.917 -1.110 0.74 0.46 -0.38 -0.343
C -1.163 0.925 3.245 0.31 0.32 -0.31 -0.494
C -0.628 -0.781 -4.779 0.56 0.25 -0.20 -1.190
C -0.859 3.092 -5.875 0.84 0.56 -0.21 -0.065
C 1.084 3.388 -4.750 -0.73 0.25 -0.90 -0.441
C 2.302 -3.084 -4.463 -0.79 -0.76 -0.49 -0.397
C -4.081 3.704 -2.917 1.09 -0.80 -0.03 -0.647
C 3.872 -1.190 8.465 -0.57 -0.28 -0.90 -0.403
C -2.285 -2.977 -3.360 -0.31 -0.28 0.85 -0.174
C -0.400 -2.158 3.776 0.49 -0.21 0.06 -0.748
C -3.157 3.034 -3.718 -0.37 0.50 0.95 -0.084
C 2.203 0.894 7.672 0.44 0.52 1.83 -0.381
C 2.513 -4.165 -5.307 -0.55 0.56 0.43 -0.554
C -3.182 -3.359 -2.362 0.98 0.65 -0.29 -1.201
C -3.594 3.639 -1.564 0.81 -0.53 -0.40 -0.582
C 0.281 -4.052 -4.844 1.04 -0.06 -0.46 -0.125
C -0.072 3.956 -6.631 -0.08 -0.83 1.00 -0.722
H 4.476 3.959 4.359 -0.41 -0.10 -0.05 0.271
H -4.123 -3.880 -2.502 0.24 0.17 -0.08 0.432
H 4.137 -0.067 10.280 -0.35 -0.05 -0.17 0.341
H -1.335 1.699 4.013 -0.02 -0.12 -0.76 0.383
H 0.410 -1.841 0.575 -0.34 0.44 0.25 0.834
H 0.084 2.185 2.147 0.40 -0.53 0.64 0.639
H -3.045 0.141 3.787 0.52 -0.17 -0.23 0.410
H 1.509 0.117 1.288 -0.56 0.22 0.43 0.054
H -1.276 -0.913 5.216 -0.11 -0.19 -0.23 0.355
H 1.635 1.694 7.208 -0.10 -0.24 0.21 0.383
H -3.072 -3.008 -0.117 0.05 -0.01 -0.35 0.488
H 2.024 4.696 -6.259 -0.15 -0.05 0.12 0.399
H -2.434 -2.044 4.530 0.53 0.18 -0.26 0.415
H 4.478 -2.039 8.797 -0.20 0.31 -0.19 0.341
H 2.334 1.614 9.703 0.11 -0.14 -0.29 0.360
H -1.228 -1.531 -5.321 0.38 0.23 0.26 0.496
H 3.996 2.832 5.629 -0.32 0.00 -0.27 0.305
H -2.401 -0.653 2.355 0.23 0.40 0.44 0.261
H -2.376 -3.069 -4.433 0.01 -0.07 0.27 0.494
H 3.426 -1.972 6.448 -0.15 0.34 0.33 0.360
H 3.466 -4.488 -5.714 -0.24 0.13 0.19 0.399
H -1.186 -1.329 1.135 0.56 -0.04 0.17 0.004
H 0.161 0.566 0.322 0.02 -0.27 0.26 -0.309
H 0.046 -2.778 4.563 -0.14 0.05 -0.35 0.339
H 1.039 -5.644 -6.180 0.02 0.19 0.26 0.424
H -1.682 2.684 -0.810 -0.19 0.15 -0.09 0.344
H 0.161 -0.442 -5.466 -0.15 0.01 -0.03 0.522
H -4.091 4.030 -0.679 0.25 -0.11 -0.28 0.400
H 2.982 -2.357 -4.033 -0.09 -0.20 -0.13 0.349
H -1.928 0.863 -5.296 0.19 -0.10 0.46 0.436
H 2.716 3.622 4.615 0.52 0.10 0.31 0.302
H 1.787 3.229 -3.939 -0.13 0.14 -0.22 0.371
H -1.827 2.673 -6.128 0.38 0.26 0.15 0.240
H -3.201 2.847 -4.782 0.06 0.09 0.36 0.187
H -4.998 4.181 -3.256 0.31 -0.23 0.07 0.415
H -2.390 0.067 -3.795 0.32 0.03 0.01 0.486
H -0.720 -1.746 -0.804 -0.23 -0.33 -0.03 -0.256
H 1.132 -2.752 2.477 -0.60 0.32 0.18 0.372
H -0.784 -4.220 -4.764 0.38 0.05 0.03 0.298
H -0.350 4.410 -7.575 0.05 -0.18 0.17 0.430
```
Positions in Å, forces in eV/Å.

2S+1 = 2
E_tot = -62737.222 eV